# 1
C6H10O | the ωB97M-V functional and the def2-TZVPD basis

Geometry as XYZ:
```
17
Properties=species:S:1:pos:R:3:forces:R:3
C -1.847 -0.489 0.022 0.01 -0.04 0.03
C -1.336 0.872 -0.393 -0.10 0.00 -0.07
C -0.737 1.794 0.631 -0.07 0.14 0.15
C 0.141 1.149 -0.406 0.19 -0.05 -0.11
C 1.883 -1.939 0.102 0.13 0.03 -0.06
C 2.984 -1.358 -0.316 0.55 0.21 -0.19
O 3.962 -0.842 -0.689 -0.85 -0.43 0.32
H -2.871 -0.431 0.407 0.15 0.00 -0.06
H -1.217 -0.914 0.813 -0.08 0.08 -0.11
H -1.845 -1.190 -0.822 0.00 0.10 0.12
H -1.913 1.354 -1.180 0.09 -0.06 0.13
H -0.931 2.859 0.551 0.01 -0.17 0.00
H -0.658 1.428 1.652 -0.02 0.04 -0.17
H 0.550 1.768 -1.199 -0.10 -0.06 0.14
H 1.026 -1.995 -0.558 0.17 0.00 0.06
H 0.800 0.355 -0.069 -0.15 0.18 -0.05
H 1.832 -2.325 1.112 0.07 0.04 -0.12
```
Positions in Å, forces in eV/Å.

Calculated values
SMILES: CC1CC1.C=C=O
Spin multiplicity: 1
E_HOMO in eV: -9.38
Charge: 0
Energy in eV: -8429.6879
Frontier orbital gap in eV: 10.26

Atomic partial charges in e from the Mulliken method, atoms 1 to 8: C -1.286; C 0.216; C -0.596; C -0.450; C -1.098; C 0.897; O -0.360; H 0.345



# 2
C5H11N2 | the ωB97M-V functional and the def2-TZVPD basis

Geometry as XYZ:
```
18
Properties=species:S:1:pos:R:3:forces:R:3
C 0.488 1.073 0.340 1.21 -0.53 1.12
C 0.042 2.025 -0.838 0.54 -2.28 1.47
C 1.397 -1.607 -0.075 1.85 -0.60 -1.83
C -1.469 -0.157 -0.361 -1.89 -0.89 -0.29
C 0.465 -0.952 0.847 -1.51 2.32 -2.22
N -0.886 1.245 0.053 -1.18 0.92 -0.30
N -0.961 -1.033 0.605 1.02 -0.97 2.11
H 0.937 1.531 1.258 -0.81 0.01 -1.08
H 0.081 3.102 -0.664 -0.06 -0.39 -0.04
H 2.387 -1.177 0.148 -0.24 0.25 -0.54
H 1.208 -1.602 -1.196 -0.03 0.50 1.50
H 1.645 -2.652 0.129 -0.80 -0.24 0.46
H -2.621 -0.093 -0.413 1.92 -0.15 0.36
H -1.129 -0.647 -1.311 0.14 2.08 0.07
H -0.108 1.662 -1.832 0.61 0.01 -0.56
H 0.835 -1.035 1.873 -0.71 0.29 -0.03
H -1.522 -1.357 1.390 0.07 0.70 -0.25
H -1.471 1.896 0.596 -0.13 -1.04 0.05
```
Positions in Å, forces in eV/Å.

Calculated values
Spin multiplicity: 1
E_HOMO in eV: -13.79
Charge: +1
Energy in eV: -8333.0971
Frontier orbital gap in eV: 10.47

Atomic partial charges in e from the Mulliken method, atoms 1 to 8: C -0.281; C -0.406; C -1.042; C -0.521; C 0.013; N 0.021; N -0.258; H 0.262



# 3
C7H15NO | the ωB97M-V functional and the def2-TZVPD basis

Geometry as XYZ:
```
24
Properties=species:S:1:pos:R:3:forces:R:3
C 0.160 -0.846 0.347 0.09 0.12 -0.04
C -1.512 0.824 -0.530 -0.07 0.09 -0.06
C 0.606 0.038 -0.608 -0.07 -0.17 0.17
C -1.234 2.175 -1.135 -0.01 0.03 0.00
C -2.217 0.872 0.799 0.01 0.02 0.04
N -0.479 -2.016 0.083 -0.06 -0.03 0.00
C 2.596 -1.112 -0.443 0.11 0.03 0.03
C 3.387 -1.020 0.618 -0.05 0.00 -0.01
O 0.345 -0.530 1.627 -0.04 -0.06 -0.02
H -0.240 -1.044 2.200 0.03 -0.01 -0.07
H -1.976 0.126 -1.228 0.03 0.00 0.00
H -0.502 -2.280 -0.890 0.03 0.04 0.04
H -0.258 -2.789 0.694 0.02 0.06 0.00
H 1.050 0.964 -0.296 0.00 0.04 0.03
H 0.541 -0.198 -1.653 -0.02 -0.04 -0.02
H 2.989 -1.532 -1.376 0.01 0.01 0.04
H -2.159 2.741 -1.326 0.06 -0.06 0.02
H -2.459 -0.127 1.174 0.02 0.03 -0.02
H -1.606 1.380 1.555 -0.02 -0.01 -0.03
H -0.701 2.101 -2.087 -0.02 -0.01 0.04
H -0.626 2.792 -0.464 -0.02 -0.04 -0.01
H -3.168 1.425 0.744 0.08 -0.04 -0.03
H 3.030 -0.600 1.560 0.00 0.00 -0.05
H 4.433 -1.343 0.636 -0.10 0.00 -0.06
```
Positions in Å, forces in eV/Å.

Calculated values
Spin multiplicity: 1
E_HOMO (spin up / spin down) in eV: -5.80 / -6.01
Charge: 0
Energy in eV: -11033.8831
Frontier orbital gap (spin up / spin down) in eV: 6.28 / 6.49

Atomic partial charges in e from the Mulliken method, atoms 1 to 8: C 0.376; C 0.289; C -0.858; C -1.411; C -1.300; N -0.409; C -0.419; C -0.586



The evaluated ΔE to the lowest compared entry with this formula, charge and spin for the records listed, in turn: 1.552 4.022 6.791 eV.